(1)
{"formula": "C3H4NO2S", "method": "ωB97M-V/def2-TZVPD", "total_energy_ev": -19584.142, "total_charge": 1, "molar_mass_g_mol": 118.137, "symbols": ["S", "O", "O", "N", "C", "C", "C", "H", "H", "H", "H"], "positions_angstrom": [[0.702, 0.880, -1.638], [0.987, -0.688, 1.968], [2.507, 0.949, 0.390], [0.625, -0.289, 0.895], [-0.897, 0.215, -0.952], [-0.658, -0.592, 0.353], [1.464, 0.520, 0.118], [-1.456, 1.148, -0.726], [-0.613, -1.665, 0.113], [-1.386, -0.361, -1.605], [-1.275, -0.117, 1.084]], "forces_ev_per_angstrom": [[-0.09, -1.81, 3.58], [-0.36, 0.64, -1.54], [1.17, -0.12, 1.65], [0.10, -1.93, 3.15], [2.06, 3.16, 2.44], [0.07, 0.80, -2.01], [0.96, 3.03, -6.11], [-0.03, -0.87, -0.11], [-0.76, 0.11, 0.73], [-1.81, -2.03, -2.66], [-1.31, -0.98, 0.87]]}


(2)
{"formula": "C3H4NO3", "method": "ωB97M-V/def2-TZVPD", "total_energy_ev": -10805.301, "total_charge": -1, "molar_mass_g_mol": 102.069, "symbols": ["O", "O", "O", "N", "C", "C", "C", "H", "H", "H", "H"], "positions_angstrom": [[2.296, -1.444, 0.515], [-0.129, 1.899, -0.053], [2.947, 0.587, -0.166], [-0.475, 0.658, -0.142], [2.136, -0.324, -0.035], [-1.729, 0.215, 0.213], [0.712, -0.375, -0.569], [-2.341, 1.011, 0.309], [-2.012, -0.401, -0.622], [0.391, -1.432, -0.525], [-1.796, -0.392, 1.075]], "forces_ev_per_angstrom": [[0.15, -0.34, 0.29], [-1.24, -1.07, 0.25], [-0.19, 0.65, -0.26], [8.41, -0.78, -1.59], [0.38, -0.21, 0.13], [-0.09, -2.57, -1.21], [-4.27, 1.93, 1.54], [-2.16, 2.68, 0.21], [-0.84, -0.45, -0.33], [-0.52, 0.80, -0.30], [0.36, -0.63, 1.25]]}